# 1
# C25H33N3O3

An isolated molecule of C25H33N3O3 (wB97M-V/def2-TZVPD, the Open Molecules 2025 dataset).

XYZ file:
```
64
Properties=species:S:1:pos:R:3
H -7.72 -0.19 -3.92
C 4.32 -1.26 1.02
C 8.05 -0.76 3.28
C 6.90 -1.67 3.71
H 7.67 0.13 2.78
H -5.68 -0.45 -3.26
C -7.14 2.92 -5.40
H -4.92 2.29 0.76
C -6.41 1.20 -2.08
H -1.95 -0.06 -1.18
C 1.61 -1.01 -0.02
C 0.85 -0.62 2.22
H 8.38 -1.87 1.43
C 8.85 -0.34 4.51
H 5.30 0.26 2.18
H -8.54 4.31 -6.26
C 0.37 -0.67 -0.49
C -3.03 0.49 0.45
C -4.18 0.71 -0.47
C -8.48 3.25 -6.06
O -3.10 0.73 1.64
C -6.95 1.42 -5.16
C -5.52 0.18 -2.40
N -1.91 0.02 -0.17
H 4.56 -3.35 2.80
H 4.80 -2.70 4.43
H -7.06 3.44 -4.45
H 0.18 -0.70 -1.56
C 8.94 -1.55 2.31
H 9.73 0.22 4.22
C 1.89 -0.98 1.36
H -3.77 -0.88 -1.86
H 6.39 -0.72 1.17
C -5.09 1.71 -0.14
H 9.15 -1.22 5.07
H 1.02 -0.58 3.28
H 4.56 -2.25 0.60
C -6.18 1.96 -0.93
H 4.16 -0.57 0.19
N 3.13 -1.32 1.84
H -8.87 1.13 -4.20
H -7.20 0.86 -6.06
H -9.31 2.98 -5.41
H 9.33 -2.43 2.81
H 9.78 -0.94 1.99
C -0.40 -0.29 1.74
H -5.90 1.24 -4.92
H -1.18 -0.01 2.43
H -6.34 3.27 -6.05
O -7.53 1.53 -2.78
C 5.52 -0.76 1.83
N 5.77 -1.64 2.95
C -7.81 0.89 -4.01
C -4.42 -0.06 -1.60
O 7.00 -2.41 4.66
H 3.42 -0.71 3.85
H 2.37 -1.31 -0.72
C 4.63 -2.43 3.38
C 3.35 -1.62 3.24
C -0.66 -0.30 0.37
H -6.89 2.74 -0.69
H -8.59 2.71 -7.00
H 8.24 0.28 5.16
H 2.51 -2.22 3.61
```

**E_LUMO**: 0.0220 hartree
**Energy relative to the best compared isomer or geometry (same formula, charge and spin)**: 2.1445 eV
**2S+1**: 1
**Total charge**: 0
**SMILES string**: CCCCOc1ccc(C(=O)Nc2ccc(N3CCN(C(=O)C(C)C)CC3)cc2)cc1
**Frontier orbital gap**: 7.89 eV

Here are the natural (NBO) charges for atoms 1 to 5, given in e: 0.18 -0.20 -0.31 0.70 0.20

# 2
# C25H33N3O3Ru

A structure of composition C25H33N3O3Ru in a non-equilibrium geometry (wB97M-V/def2-TZVPD, the Open Molecules 2025 dataset).

XYZ file:
```
65
Properties=species:S:1:pos:R:3
H 0.75 3.73 -2.44
H 0.06 4.53 -0.19
O -1.46 1.04 0.89
C 1.38 0.24 2.60
O 1.54 -1.01 -1.48
C 2.89 -0.78 -0.98
C 1.46 2.91 0.04
N -0.19 1.84 -2.30
H 1.88 1.70 -2.66
C -2.80 0.59 2.74
C 3.56 -2.14 -0.93
N -1.91 -0.44 -1.29
H -1.54 2.39 -3.84
H -5.12 -1.83 3.26
H 0.45 -3.00 2.49
C -3.77 -0.15 3.38
H -0.58 -1.24 -2.66
H -0.69 2.98 0.12
H 2.17 2.87 -0.79
H -1.12 0.10 -4.47
H -4.42 -2.43 0.99
C -1.76 0.29 -3.61
H 1.88 3.56 0.81
H 0.28 -2.60 -1.06
C 0.84 -0.94 2.08
H -4.07 0.13 4.38
H -2.26 1.92 -2.29
H -2.25 -1.71 -2.96
H 1.30 -2.78 -2.51
N 1.29 1.55 0.55
H -2.32 1.43 3.23
H 4.01 -2.38 -1.89
C -0.08 3.28 -1.90
Ru -0.16 0.34 -0.47
C 1.27 -2.43 -1.48
H 2.29 -0.82 5.70
C -2.39 0.29 1.43
C 0.12 3.47 -0.42
C -1.48 1.67 -3.01
H 2.10 -3.02 0.41
H 0.91 2.01 -4.11
C -1.61 -0.88 -2.64
H 3.38 -0.08 -1.66
C -3.02 -0.80 0.79
C 0.95 1.46 -3.16
C 0.87 -2.09 2.90
H 0.94 0.39 -3.36
H 1.39 -2.94 4.77
H 4.31 -2.18 -0.15
C -2.71 -1.13 -0.55
C 1.89 -0.85 4.70
C 1.88 0.27 3.92
H 2.28 1.21 4.30
H 2.82 -0.33 0.01
H -2.78 0.35 -3.98
H 1.75 2.32 2.38
O 0.34 -1.05 0.88
C -4.36 -1.26 2.75
C 2.37 -3.06 -0.65
H -3.19 -2.02 -0.97
C 1.46 1.43 1.82
H -0.98 3.81 -2.20
H 2.56 -4.10 -0.93
C -3.98 -1.58 1.48
C 1.38 -2.05 4.17
```

**E_LUMO (spin up / spin down)**: -0.1132 / -0.1352 hartree
**Energy relative to the best compared isomer or geometry (same formula, charge and spin)**: 0.5851 eV
**2S+1**: 2
**Total charge**: +1
**Frontier orbital gap (spin up / spin down)**: 7.59 / 7.03 eV

Here are the natural (NBO) charges for atoms 1 to 5, given in e: 0.20 0.24 -0.65 -0.27 -0.57

# 3
# C25H33NO6OsSb2

A structure of composition C25H33NO6OsSb2 (wB97M-V/def2-TZVPD, the Open Molecules 2025 dataset).

XYZ file:
```
68
Properties=species:S:1:pos:R:3
H 3.48 -3.40 0.87
H -2.40 -1.86 2.26
H -1.51 2.46 -0.83
C -1.86 0.66 4.48
N -1.99 0.10 1.82
H -0.43 -4.87 -0.71
C -1.30 -3.19 -3.63
C -1.84 -4.36 0.87
H 0.24 0.07 -3.63
C -3.63 -4.43 2.51
C -2.20 -0.89 2.70
C 3.06 -2.63 0.23
C 0.88 2.15 0.19
H -3.02 -4.31 4.57
H -1.45 2.68 3.83
C -2.70 -4.30 3.54
C 1.97 0.27 -1.57
C -3.19 -4.47 1.20
O 1.29 -0.86 -1.74
H -1.61 2.07 1.41
H -2.12 -5.18 -1.08
C -0.91 -4.19 1.91
C 1.70 -1.08 2.85
Sb 1.21 -2.06 1.05
C -0.41 2.17 -3.98
H 0.82 -0.99 3.48
H -4.68 -4.53 2.74
H -0.63 -4.10 4.03
C -1.67 1.66 3.54
O 2.97 0.40 -0.90
H -0.28 -3.54 -3.79
H -3.92 -4.62 0.41
H -1.09 1.80 -4.74
H -2.00 -3.98 -3.88
H 2.89 -3.02 -0.77
C -2.14 -0.63 4.05
H -1.48 -2.33 -4.27
H -2.31 -1.44 4.74
C -3.68 -2.31 -1.55
Os -0.33 -0.61 -0.50
H 2.48 -1.63 3.38
H 0.40 2.70 -4.49
H -4.20 -3.14 -2.03
C 0.68 2.46 -1.29
C 1.35 1.47 -2.30
H 1.02 3.48 -1.46
H 0.92 -4.68 0.86
H 2.05 -0.08 2.59
H 3.70 -1.76 0.17
C -1.44 -4.49 -0.57
O -0.89 0.91 -2.07
C -0.81 2.31 -1.65
C -1.74 1.35 2.20
Sb -1.58 -2.61 -1.61
C -1.36 -4.19 3.23
H -4.00 -2.21 -0.52
O 1.32 2.99 0.94
H -3.90 -1.38 -2.07
C 0.14 1.03 -3.13
O -2.06 -0.22 0.50
H -2.22 3.04 -3.11
O 0.36 1.02 0.62
H -1.80 0.88 5.54
H 1.12 -4.26 2.55
C -1.15 3.04 -2.94
C 0.56 -4.03 1.65
H -0.80 4.08 -2.92
H 2.11 1.96 -2.89
```

**E_LUMO (spin up / spin down)**: -0.1130 / -0.1371 hartree
**Energy relative to the best compared isomer or geometry (same formula, charge and spin)**: 0.2445 eV
**2S+1**: 2
**Total charge**: +1
**Frontier orbital gap (spin up / spin down)**: 8.23 / 7.33 eV

Here are the natural (NBO) charges for atoms 1 to 5, given in e: 0.23 0.26 0.22 -0.13 0.02

# 4
# C25H34BrClIO7P

A cluster of 3 separate species, C25H34BrClIO7P in total in a non-equilibrium geometry (wB97M-V/def2-TZVPD, the Open Molecules 2025 dataset).

XYZ file:
```
70
Properties=species:S:1:pos:R:3
H -3.37 2.53 0.70
C 5.12 0.85 -0.93
C 3.31 2.53 2.60
C 0.59 -2.11 1.67
O 3.72 2.38 3.73
H -3.60 -4.24 0.29
C 2.53 3.47 0.02
C 3.97 1.95 1.39
C 5.54 0.44 0.31
H -0.61 2.99 -0.40
H 0.87 -3.37 -2.82
H 0.25 -3.10 1.94
O 2.31 4.08 -0.99
H -5.45 -5.80 0.85
H 6.33 -0.30 0.38
C -0.42 -1.02 1.47
I 5.72 0.19 3.26
H 0.97 -1.94 -4.84
C 0.24 -1.72 -4.06
O -0.58 -0.25 2.36
H -5.51 -3.12 2.05
C 4.12 1.83 -1.06
O 2.01 2.25 -2.80
H -2.24 -4.55 2.38
C -3.03 -3.80 2.32
Cl 4.27 4.19 -3.12
C -2.25 1.03 -0.39
C -2.34 2.18 0.66
C 1.92 -1.87 1.45
C 1.73 3.82 1.23
H 0.40 5.05 0.04
C -4.07 -4.19 1.28
H -0.61 3.32 2.33
C 0.53 4.71 1.06
H -2.96 -0.99 -0.37
H -1.98 4.08 -0.27
O 0.84 -0.74 -3.21
H 1.57 3.64 3.30
H -0.74 -2.77 -2.44
C -1.03 -1.16 -4.68
C -0.76 4.01 1.51
H -1.49 -1.89 -5.35
H 0.70 5.61 1.65
C 3.57 2.40 0.11
H -3.96 -6.33 1.65
H 2.30 -1.60 0.47
C 2.12 3.36 2.41
H -0.81 -0.26 -5.25
H -3.11 1.15 -1.05
H -2.05 1.78 1.63
C 4.96 0.97 1.45
P 3.65 2.24 -2.83
H -1.46 4.79 1.82
O -5.08 -3.18 1.19
H -2.79 -0.30 1.24
H -3.49 -3.70 3.30
H -2.59 -2.84 2.07
H 2.66 -1.96 2.23
C -0.04 -2.99 -3.26
H -1.75 -0.89 -3.91
C -1.40 3.33 0.27
H -1.35 1.13 -0.99
C -4.71 -5.53 1.60
O -1.02 -0.97 0.27
H 0.21 -0.54 -2.51
H -5.23 -5.49 2.57
H 1.71 1.33 -2.91
Br 5.95 0.06 -2.45
C -2.33 -0.35 0.25
H -0.48 -3.76 -3.89
```

**E_LUMO**: -0.0444 hartree
**2S+1**: 1
**Total charge**: 0
**SMILES string**: C=CC(=O)OCCCCCCC1=CC(=O)c2c(I)cc(Br)c(P(O)Cl)c2C1=O.CC(C)O.CC(C)O
**Frontier orbital gap**: 7.26 eV

Here are the natural (NBO) charges for atoms 1 to 5, given in e: 0.20 -0.04 0.52 -0.29 -0.50

# 5
# C25H34Cl2N7O4SSn

A structure of composition C25H34Cl2N7O4SSn in a non-equilibrium geometry (wB97M-V/def2-TZVPD, the Open Molecules 2025 dataset).

XYZ file:
```
74
Properties=species:S:1:pos:R:3
C 1.30 2.74 0.55
C 1.34 -3.04 1.95
C -0.03 2.08 2.61
C -2.08 3.13 2.13
C 0.07 2.73 1.42
H 1.96 3.57 0.82
H 0.71 0.82 4.20
H 2.17 -5.03 -4.24
C 4.88 -0.38 -0.92
O 1.37 -1.14 0.43
H 1.04 2.85 -0.50
H 2.76 -0.54 -0.70
O -0.59 -1.88 1.22
C 0.68 -3.77 -5.16
H -6.08 -1.04 3.60
O -3.18 0.76 2.74
O 1.67 2.26 -3.06
C -1.78 2.26 4.57
N 1.81 -1.87 -3.06
H -3.36 4.64 2.93
N -5.21 -2.23 0.70
Sn -1.15 -0.26 -0.09
H 6.50 1.41 -3.30
H -2.00 5.08 0.13
C 1.04 1.25 3.25
H -2.09 3.60 -0.80
H 0.51 -2.72 -5.39
S -0.76 -1.85 -2.30
C -1.41 2.24 3.13
H 0.61 -3.80 2.17
H -0.03 0.68 -2.85
N -5.53 -1.16 2.76
C -3.42 3.74 2.31
C 5.94 0.16 -1.65
H -3.87 4.01 1.35
Cl 1.85 -2.34 3.51
C 0.69 -1.92 1.12
H 1.92 1.86 3.44
H 0.71 -4.32 -6.10
N -2.16 1.20 2.24
H 2.82 -3.57 -4.95
H 1.35 0.43 2.60
H -2.78 1.85 4.69
H 1.14 -3.73 -2.40
C 5.68 0.99 -2.74
H -7.27 -3.38 1.24
H -1.09 1.67 5.17
H -4.09 3.03 2.81
H 6.96 -0.05 -1.36
H 5.08 -1.01 -0.06
Cl 2.69 -3.81 1.12
H -0.55 4.44 -0.65
C 1.94 1.12 -2.76
N -7.02 -2.73 1.97
N -3.12 -1.26 -0.11
C 0.76 -1.17 -2.71
C -5.90 -2.02 1.81
C -1.46 4.17 -0.11
H -7.62 -2.61 2.76
H 1.87 1.81 0.67
H -1.78 3.28 4.96
H -4.70 -0.59 2.64
C 3.57 -0.12 -1.29
C 3.32 0.70 -2.39
C 1.98 -3.97 -4.38
C 1.96 -3.34 -2.99
N 0.86 0.21 -2.72
H 2.63 -1.36 -3.33
C -4.10 -1.68 0.37
H -0.18 -4.13 -4.58
C -1.17 3.37 1.12
C 4.37 1.27 -3.10
H 2.89 -3.53 -2.47
H 4.15 1.93 -3.93
```

**E_LUMO**: -0.0958 hartree
**Energy relative to the best compared isomer or geometry (same formula, charge and spin)**: 0.0000 eV
**2S+1**: 1
**Total charge**: +1
**Frontier orbital gap**: 7.87 eV

Here are the Mulliken charges for atoms 1 to 5, given in e: -1.29 0.01 0.07 -0.46 1.25

# 6
# C25H34FN3O3S4W

A structure of composition C25H34FN3O3S4W in a non-equilibrium geometry (wB97M-V/def2-TZVPD, the Open Molecules 2025 dataset).

XYZ file:
```
71
Properties=species:S:1:pos:R:3
N 1.14 1.78 4.86
O -1.42 -0.55 -3.21
H -3.52 -3.50 -3.82
N 0.62 -1.31 1.15
H 0.09 -2.66 -0.28
O -1.21 1.62 -1.10
C -3.08 -2.51 -3.71
C 0.27 2.53 2.69
H -2.56 -2.27 -4.63
S -1.55 1.86 -5.00
C -0.14 0.78 -5.60
H -5.03 -1.84 -4.19
H -4.98 0.41 -5.82
H 3.11 -2.64 3.15
C 1.08 -1.87 -3.34
H 0.66 0.75 6.62
C -0.09 0.97 0.91
H 1.95 4.16 7.17
H -0.59 3.09 0.88
C 1.33 -2.39 1.86
C 1.71 3.14 6.87
H 0.31 3.68 5.41
H -0.61 -2.56 -4.56
C 0.03 -1.61 -0.01
H 0.15 -3.78 -3.56
C 1.19 0.72 -4.84
C 0.81 1.51 3.56
C 0.95 0.24 2.99
H 1.73 -2.16 -4.17
H 2.43 -4.23 1.29
H 0.05 1.18 -6.59
H -2.51 -0.15 -5.87
H 3.02 0.14 7.18
H -2.93 1.25 -6.86
S -4.35 0.30 -3.49
S 1.28 -0.03 -3.19
C -2.88 0.87 -5.84
H 1.89 0.20 -5.50
H 1.36 -0.26 5.41
H -0.58 -0.21 -5.70
H 1.60 1.71 -4.66
H -4.72 -1.75 -2.47
C 1.26 3.15 5.41
C -0.16 2.28 1.44
N 2.92 2.27 7.10
C 2.81 0.90 6.44
H 2.61 -2.86 0.10
H 0.93 2.78 7.53
C 2.77 -2.22 2.20
C 0.51 -0.04 1.70
H 1.39 -0.56 3.56
F 0.16 3.77 3.16
C -1.64 -1.02 -1.88
O -2.79 -0.50 -1.44
H 3.27 -1.31 1.90
H -4.61 1.96 -5.09
C -0.20 -2.75 -3.58
C -4.28 -1.57 -3.44
C 1.42 0.72 5.84
H 0.68 -2.93 2.54
H 1.60 -2.20 -2.44
C 2.37 -3.16 1.11
C -0.63 0.66 -0.34
H 3.56 0.85 5.66
H 3.06 2.16 8.10
H 1.95 3.74 4.81
S -1.72 -2.84 -2.46
W -2.14 1.10 -2.68
H 3.75 2.75 6.76
C -4.25 0.94 -5.20
C -0.61 -0.69 -0.79
```

**E_LUMO (spin up / spin down)**: -0.4363 / -0.4292 hartree
**2S+1**: 3
**Total charge**: +4
**Frontier orbital gap (spin up / spin down)**: 6.32 / 6.53 eV

Here are the natural (NBO) charges for atoms 1 to 5, given in e: -0.38 -0.75 0.29 -0.30 0.24

# 7
# C25H34IrNS

A structure of composition C25H34IrNS in a non-equilibrium geometry (wB97M-V/def2-TZVPD, the Open Molecules 2025 dataset).

XYZ file:
```
62
Properties=species:S:1:pos:R:3
H 1.97 -1.89 -4.52
H -1.53 -3.92 -0.32
C 0.73 3.98 -2.91
H -0.02 1.01 -4.30
C -2.89 -0.79 -2.14
H -2.46 -2.46 0.02
C -0.82 3.93 3.26
H 1.14 3.57 -3.83
C -0.93 3.68 4.63
C 1.65 -1.99 2.58
H -0.44 2.31 6.23
H -0.09 3.21 1.35
H 0.05 4.79 -3.17
C 0.13 -3.46 3.76
C -0.37 2.51 5.16
H 2.26 -0.26 -3.90
H 1.56 4.41 -2.36
C -0.71 0.17 -4.31
H -3.21 -0.66 -1.11
H -0.83 2.45 -2.62
H -1.01 1.08 0.86
H -1.82 -2.65 4.23
H -0.85 -2.69 0.75
C 0.77 -1.39 -2.83
H -0.07 -4.43 4.22
C -0.59 -1.22 3.20
H -3.05 0.13 -2.71
H -0.57 -0.39 -5.24
C 2.04 -1.29 -3.61
C 1.05 1.74 -1.87
N -0.16 0.61 0.58
H 2.88 -1.67 -3.02
H 2.54 -2.99 -1.46
H -1.34 -0.43 3.19
H -1.24 4.84 2.83
H 2.14 -4.01 3.14
C 1.55 -3.09 -1.00
H -1.44 4.39 5.27
C 0.27 1.59 4.33
Ir 0.10 -0.08 -1.22
C 0.56 -2.21 -1.67
H 1.30 1.31 -2.85
C -1.45 -2.84 -0.15
H 1.07 1.10 -0.80
H 0.72 0.68 4.75
C -0.18 3.01 2.42
C 0.04 2.86 -2.11
H 2.59 -1.76 2.08
C -0.48 -0.74 -3.16
C 0.29 1.80 2.95
S 1.01 0.56 1.82
C -0.85 -2.47 3.77
C -0.82 -2.10 -1.29
C -1.46 -1.18 -2.20
C 1.37 -3.22 3.16
H -3.52 -1.57 -2.58
H -1.73 0.55 -4.27
H -0.32 3.26 -1.16
H 1.62 -2.83 0.07
H 1.95 2.29 -1.52
C 0.66 -0.99 2.62
H 1.26 -4.14 -1.06
```

**E_LUMO (spin up / spin down)**: -0.2070 / -0.3625 hartree
**Energy relative to the best compared isomer or geometry (same formula, charge and spin)**: 0.9094 eV
**2S+1**: 5
**Total charge**: +2
**Frontier orbital gap (spin up / spin down)**: 6.08 / 5.36 eV

Here are the natural (NBO) charges for atoms 1 to 5, given in e: 0.26 0.26 -0.61 0.22 -0.66